# 1
{"formula": "C3H9NO3", "method": "wB97M-V/def2-TZVPD", "species": ["C", "C", "C", "N", "O", "O", "O", "H", "H", "H", "H", "H", "H", "H", "H", "H"], "xyz": [[-1.11165, 0.03026, -0.10122], [-0.00870, -1.00818, -0.31179], [1.43642, -0.37092, -0.26162], [1.50704, 0.79036, 0.63200], [-1.45992, -0.00314, 1.25114], [-0.80553, 1.30481, -0.50163], [-2.18709, -0.48421, -0.91990], [-2.16795, 0.63493, 1.40834], [0.11171, 1.51874, -0.08862], [-2.68358, 0.27567, -1.25019], [1.29782, 0.51300, 1.58688], [2.43340, 1.20400, 0.59754], [-0.11570, -1.47712, -1.28670], [-0.10220, -1.74888, 0.47964], [2.14613, -1.15974, 0.02758], [1.70980, -0.01959, -1.26146]], "smiles": "NCCC(O)(O)O", "homo_lumo_gap_ha": 0.39391}


# 2
{"formula": "C5H6Cl2N2O2", "method": "wB97M-V/def2-TZVPD", "species": ["C", "C", "C", "C", "C", "N", "N", "O", "O", "Cl", "Cl", "H", "H", "H", "H", "H", "H"], "xyz": [[-2.34512, -1.30020, 0.30007], [-0.54609, 0.38843, 0.65835], [1.50089, -0.62782, -0.44751], [-1.31021, -0.07994, -1.56798], [1.52763, 1.20189, 1.16905], [-1.50462, -0.60315, -0.28457], [0.70902, 0.16579, 0.52350], [-3.01228, -2.07362, 0.89795], [-1.16170, 1.24798, 1.12025], [1.04024, -2.31004, -0.33283], [3.23896, -0.49293, -0.14290], [-1.91880, -0.73376, -2.36300], [-1.47921, 1.03805, -1.62797], [-0.23752, -0.39156, -1.77644], [0.99956, 1.86650, 1.89447], [2.44374, 0.74678, 1.50857], [2.05553, 1.95760, 0.47097]], "homo_lumo_gap_ha": 0.21078}


# 3
{"formula": "C17H28O3", "method": "wB97M-V/def2-TZVPD", "species": ["O", "O", "O", "C", "C", "C", "C", "C", "C", "C", "C", "C", "C", "C", "C", "C", "C", "C", "C", "C", "H", "H", "H", "H", "H", "H", "H", "H", "H", "H", "H", "H", "H", "H", "H", "H", "H", "H", "H", "H", "H", "H", "H", "H", "H", "H", "H", "H"], "xyz": [[-0.09974, 0.74111, 2.66471], [0.85005, 2.07253, 1.11432], [3.03815, -3.05366, 1.29136], [0.06686, 1.05552, 1.50207], [-1.34452, -1.00739, -2.01159], [-0.22230, -1.49772, -1.38745], [1.66013, 2.68739, 2.14976], [0.38436, -2.74452, -1.96262], [4.76051, -0.70031, 0.80560], [-3.57079, 2.47490, -0.75688], [-4.36421, 1.26322, -1.30553], [3.29914, -0.66815, 1.19139], [-2.46838, 1.97391, 0.14787], [-3.57016, -0.04585, -1.31587], [1.05579, -1.70924, 0.74883], [2.56614, -1.88755, 0.61618], [-0.65593, 0.18315, 0.45688], [-1.44891, 1.08991, -0.56883], [-2.06812, 0.26151, -1.69007], [0.38087, -0.73964, -0.24127], [3.11111, -2.91740, 2.27081], [-1.76081, -1.57770, -2.85328], [2.37114, 3.31399, 1.66405], [1.06617, 3.31094, 2.81611], [2.20586, 1.89756, 2.69962], [1.47120, -2.59163, -2.11947], [-0.04447, -2.94780, -2.93912], [0.26315, -3.56005, -1.25904], [5.24990, 0.26009, 1.05915], [4.87721, -0.86752, -0.25490], [5.28421, -1.51458, 1.38336], [-4.25839, 3.16400, -0.24131], [-3.13067, 3.08233, -1.56111], [-4.63991, 1.49104, -2.31734], [-5.27442, 1.09011, -0.70379], [3.24807, -0.64328, 2.26500], [2.87352, 0.21304, 0.74612], [-1.94113, 2.80959, 0.59639], [-2.92551, 1.44924, 0.98748], [-3.99681, -0.75461, -2.06425], [-3.64199, -0.52974, -0.33948], [0.98930, -1.32796, 1.77078], [0.52088, -2.67682, 0.71721], [2.82429, -2.01041, -0.42346], [-1.36845, -0.43531, 1.01190], [-0.73425, 1.74653, -1.07846], [-2.05060, 0.88385, -2.60790], [1.16244, -0.10659, -0.67393]], "smiles": "CC[C@@H](O)C[C@H]1C(C)=C[C@H]2CCCC[C@H]2[C@@H]1C(=O)OC", "homo_lumo_gap_ha": 0.34700}


# 4
{"formula": "C4H11N3O2", "method": "wB97M-V/def2-TZVPD", "species": ["C", "C", "O", "O", "H", "H", "H", "C", "C", "N", "N", "N", "H", "H", "H", "H", "H", "H", "H", "H"], "xyz": [[0.53043, -2.40835, 0.08982], [1.80316, -1.90017, -0.46219], [2.56398, -2.89025, -0.97379], [2.22482, -0.77322, -0.35594], [0.61677, -3.35256, 0.59244], [-0.28304, -2.39731, -0.65839], [0.19984, -1.57864, 0.74392], [0.39617, 2.27997, -0.21569], [-1.57494, 1.16856, 0.27414], [-2.18117, 1.72015, -0.69715], [-0.29216, 1.46824, 0.77563], [-2.21342, 0.25615, 1.12870], [-1.76586, 2.31706, -1.38980], [3.32540, -2.45359, -1.38881], [0.01406, 0.66425, 1.30162], [-2.18209, 0.57142, 2.08268], [-3.06994, -0.13928, 0.78139], [1.47236, 2.30672, -0.04166], [0.01638, 3.28922, -0.32755], [0.39925, 1.85164, -1.25935]], "smiles": "[H]/N=C(/N)NC.CC(=O)O", "homo_lumo_gap_ha": 0.35949}


# 5
{"formula": "C56H78BGeN6O6S2SbSc", "method": "wB97M-V/def2-TZVPD", "species": ["Sc", "C", "C", "C", "C", "N", "N", "B", "N", "N", "C", "C", "C", "C", "C", "C", "C", "C", "N", "N", "C", "C", "C", "C", "C", "C", "C", "C", "C", "C", "C", "C", "H", "H", "H", "H", "H", "H", "H", "H", "H", "H", "H", "H", "H", "H", "H", "H", "H", "H", "H", "H", "H", "H", "H", "H", "H", "H", "H", "H", "H", "H", "H", "H", "H", "H", "H", "H", "H", "H", "H", "H", "O", "S", "O", "O", "C", "C", "C", "C", "C", "C", "S", "O", "O", "O", "H", "H", "H", "H", "C", "C", "C", "C", "C", "C", "Sb", "C", "C", "C", "C", "C", "C", "C", "C", "C", "C", "C", "C", "H", "H", "H", "H", "H", "H", "H", "H", "H", "H", "H", "H", "H", "H", "H", "C", "C", "C", "C", "Ge", "C", "C", "C", "C", "H", "H", "H", "H", "H", "H", "H", "H", "H", "H", "H", "H", "H", "H", "H", "H", "H", "H", "H"], "xyz": [[0.19550, 0.21574, -0.17882], [1.79567, -2.42029, 4.41452], [0.86519, -1.48427, 3.72111], [-0.26145, -0.89780, 4.24129], [-0.79343, -0.10873, 3.22535], [-0.01350, -0.19226, 2.12203], [0.99674, -1.06457, 2.45020], [1.96073, -1.73959, 1.45499], [2.91330, -0.81230, 0.67924], [2.54400, 0.15057, -0.23107], [3.69164, 0.56434, -0.81108], [4.77316, -0.11929, -0.25491], [4.24771, -0.98688, 0.67047], [5.00068, -1.93447, 1.54074], [3.86378, 1.49614, -1.99239], [2.85167, 2.63572, -2.02858], [5.27168, 2.10276, -1.97717], [3.72438, 0.63297, -3.25317], [1.12764, -2.62558, 0.50569], [0.00520, -2.14768, -0.12353], [-0.68771, -3.22840, -0.52044], [0.02103, -4.38845, -0.19385], [1.15760, -3.96978, 0.45695], [2.25685, -4.80446, 1.01976], [-2.03226, -3.25191, -1.20990], [-1.83050, -3.71744, -2.65717], [-2.70956, -1.89567, -1.17983], [-2.93598, -4.26298, -0.48964], [-2.04112, 0.73091, 3.38852], [-1.68150, 2.18708, 3.12076], [-2.54896, 0.63618, 4.83154], [-3.16395, 0.22894, 2.47556], [1.53288, -2.45957, 5.46990], [2.83239, -2.09648, 4.33085], [1.72497, -3.43111, 4.01255], [-0.63837, -1.02561, 5.23868], [2.65818, -2.45193, 2.09005], [5.81415, -0.00463, -0.49473], [6.06357, -1.82724, 1.33449], [4.71932, -2.97062, 1.35782], [4.83550, -1.72773, 2.59776], [3.23969, 3.52559, -1.53357], [1.93938, 2.34541, -1.52474], [2.61638, 2.90304, -3.06077], [5.47398, 2.60811, -1.03189], [5.34711, 2.84051, -2.77751], [6.04667, 1.35634, -2.14820], [2.70982, 0.24668, -3.33369], [4.40450, -0.21981, -3.22913], [3.95342, 1.23292, -4.13607], [-0.26657, -5.40649, -0.38741], [2.03247, -5.85474, 0.84505], [2.38008, -4.65451, 2.09110], [3.21004, -4.57888, 0.53997], [-1.16340, -3.04699, -3.20115], [-2.78669, -3.74632, -3.18303], [-1.38811, -4.71417, -2.68663], [-2.12885, -1.15605, -1.72421], [-2.84107, -1.53768, -0.15865], [-3.69101, -1.95661, -1.65341], [-2.55371, -5.28043, -0.56812], [-3.92910, -4.24634, -0.94105], [-3.03780, -4.01639, 0.56795], [-0.89506, 2.50659, 3.80764], [-2.54965, 2.83143, 3.27720], [-1.34086, 2.32943, 2.10108], [-1.81409, 1.01079, 5.54549], [-2.81239, -0.38618, 5.10393], [-3.44812, 1.24603, 4.92776], [-2.85263, 0.15737, 1.44102], [-4.02161, 0.90148, 2.53514], [-3.49231, -0.76262, 2.79397], [-3.87694, 1.80049, -0.94251], [-2.47043, 1.98392, -0.83772], [-1.86286, 2.21052, -2.32022], [-1.73012, 0.77798, -0.38156], [-1.87657, 3.31050, -0.04508], [-2.72280, 4.38797, 0.30724], [-2.20903, 5.63879, 0.44789], [-0.84363, 5.84047, 0.10942], [-0.00993, 4.83430, -0.24618], [-0.46135, 3.44846, -0.34096], [-0.35200, 3.08652, -2.36196], [-0.60790, 4.41193, -2.89021], [0.27408, 0.21855, -2.15174], [0.42883, 2.42492, 0.29038], [-3.77503, 4.18312, 0.45859], [-2.83047, 6.47032, 0.74254], [-0.44836, 6.84847, 0.12600], [1.00140, 5.05838, -0.56171], [0.36846, 3.74413, -6.98603], [-0.90306, 3.46098, -6.50960], [-1.09701, 2.41068, -5.62618], [-0.00466, 1.65101, -5.22321], [1.27216, 1.92550, -5.70287], [1.45454, 2.97804, -6.58788], [-0.29614, 0.02745, -3.94195], [1.02344, -1.47658, -4.54554], [1.36834, -1.64498, -5.88239], [2.25166, -2.65374, -6.24100], [2.78221, -3.48798, -5.26755], [2.43677, -3.31832, -3.93378], [1.55900, -2.31050, -3.56669], [-2.23583, -0.64367, -4.40712], [-2.27150, -1.68603, -5.33033], [-3.49087, -2.12968, -5.82179], [-4.66780, -1.53823, -5.39194], [-4.62953, -0.49806, -4.47391], [-3.41531, -0.04093, -3.98282], [0.51410, 4.56709, -7.67261], [-1.74632, 4.06281, -6.81906], [-2.09115, 2.20041, -5.25136], [2.11961, 1.32624, -5.39639], [2.44379, 3.19762, -6.96674], [0.96207, -0.99285, -6.64731], [2.52600, -2.78546, -7.27858], [3.47077, -4.27304, -5.55046], [2.85207, -3.97071, -3.17729], [1.30008, -2.16931, -2.52233], [-1.36084, -2.17374, -5.65743], [-3.51729, -2.94227, -6.53548], [-5.61802, -1.88864, -5.77227], [-5.54653, -0.03589, -4.13470], [-3.41411, 0.76802, -3.27184], [4.13524, 2.73916, 5.23333], [2.65157, 2.40927, 5.13931], [2.30158, 1.45885, 3.99432], [2.66238, 1.90433, 2.57791], [1.62247, 3.23062, 1.57654], [0.67904, 4.51073, 2.72606], [1.37507, 5.87126, 2.75181], [2.73345, 5.82013, 3.44416], [3.51666, 7.11597, 3.28939], [4.35132, 3.32484, 6.12661], [4.48598, 3.31613, 4.37811], [4.73286, 1.82618, 5.28310], [2.06791, 3.33142, 5.08328], [2.33955, 1.92580, 6.06878], [1.24148, 1.20013, 4.04621], [2.84672, 0.52651, 4.18682], [2.78376, 1.03601, 1.94047], [3.64595, 2.39054, 2.57129], [2.64413, 3.92673, 0.66269], [0.70615, 4.08983, 3.73295], [-0.36982, 4.58183, 2.44266], [0.73569, 6.58666, 3.27778], [1.50303, 6.26656, 1.74039], [3.32575, 4.98952, 3.03925], [2.58870, 5.59548, 4.50527], [3.74500, 7.30908, 2.23990], [4.45810, 7.08637, 3.83723], [2.94187, 7.96516, 3.66280]], "total_charge": 1, "homo_lumo_gap_ha": 0.26819}


# 6
{"formula": "C12H23Br2N2O4", "method": "wB97M-V/def2-TZVPD", "species": ["N", "H", "H", "H", "H", "C", "C", "O", "H", "H", "H", "H", "H", "C", "C", "O", "H", "H", "H", "H", "H", "Br", "C", "C", "Br", "H", "H", "H", "H", "C", "C", "C", "C", "C", "C", "N", "O", "O", "H", "H", "H", "H", "H"], "xyz": [[0.73864, -0.29529, -0.03117], [0.86589, -0.91075, 0.75948], [0.42669, -0.76249, -0.87051], [1.67749, -0.05715, -0.31744], [0.23025, 0.57100, 0.07457], [3.70811, -0.55918, -0.93304], [3.31767, 0.59626, -0.17206], [2.19241, 1.16149, -0.74477], [4.06399, -0.24198, -1.91326], [2.95578, -1.30316, -1.19499], [4.58685, -1.03133, -0.49375], [4.16322, 1.28332, -0.20512], [3.33481, 0.18494, 0.83720], [-1.32351, 2.07420, 1.99295], [-1.27472, 1.60096, 0.53200], [0.07903, 1.62088, 0.17435], [-0.72833, 1.52731, 2.72423], [-2.33707, 1.76023, 2.24241], [-1.28275, 3.11996, 2.29762], [-1.74987, 2.31413, -0.14159], [-1.61247, 0.56827, 0.61897], [0.41207, -1.71246, 1.76996], [1.92862, -2.51853, 2.72562], [2.65484, -1.35777, 3.38222], [4.12292, -2.02189, 4.40262], [2.39646, -3.21651, 2.03131], [1.51908, -3.20902, 3.46292], [2.02837, -0.59806, 3.84963], [3.17797, -0.89057, 2.54786], [-4.37499, 1.37503, -2.44950], [-3.01174, 1.88177, -2.38550], [-1.94940, 0.98690, -2.26168], [-2.16579, -0.34777, -1.94735], [-3.51705, -0.84277, -1.90313], [-4.53533, 0.00474, -2.29393], [-1.09224, -1.26687, -1.55136], [0.03873, -0.90845, -1.82079], [-1.32738, -2.34592, -1.01497], [-5.31485, 1.78233, -2.79180], [-2.89155, 2.95349, -2.44363], [-0.95945, 1.41862, -2.26061], [-3.69024, -1.90444, -1.80691], [-5.48114, -0.48344, -2.47704]], "total_charge": -1, "homo_lumo_gap_ha": 0.17266}


# 7
{"formula": "C35H47IN9O6PPbSTe", "method": "wB97M-V/def2-TZVPD", "species": ["Pb", "C", "C", "N", "C", "C", "C", "O", "C", "C", "N", "C", "C", "C", "C", "C", "C", "I", "C", "O", "H", "H", "H", "H", "H", "H", "H", "H", "H", "H", "H", "H", "N", "C", "S", "C", "C", "C", "N", "C", "C", "H", "H", "H", "H", "H", "H", "C", "N", "C", "C", "C", "N", "C", "O", "N", "H", "H", "H", "H", "H", "H", "H", "C", "C", "O", "P", "O", "Te", "O", "C", "C", "H", "H", "H", "H", "H", "H", "H", "H", "H", "H", "C", "C", "N", "C", "C", "N", "C", "C", "H", "H", "H", "H", "H", "H", "H", "H", "H", "H", "H", "H"], "xyz": [[-0.11194, 0.26402, 0.06521], [4.40978, 2.25786, 0.91088], [3.81788, 1.70704, 2.17486], [4.54132, 1.75334, 3.25857], [4.01766, 1.28835, 4.41223], [2.74768, 0.78787, 4.51963], [2.28842, 0.32025, 5.87704], [1.23291, 1.10850, 6.42132], [1.92767, 0.71471, 3.35606], [0.59784, 0.17344, 3.52873], [-0.29518, -0.14592, 2.65274], [-1.41092, -0.85913, 3.17957], [-1.19184, -1.84103, 4.15694], [-2.22431, -2.58652, 4.69283], [-3.52032, -2.38464, 4.24524], [-3.74906, -1.46133, 3.24026], [-2.71150, -0.71226, 2.69323], [-3.25071, 0.45029, 1.03173], [2.47674, 1.14901, 2.12770], [1.89254, 1.09302, 0.99245], [5.49524, 2.19231, 0.95636], [4.14830, 3.31434, 0.80578], [4.03090, 1.73951, 0.03348], [4.66866, 1.32826, 5.27840], [3.14952, 0.31324, 6.55331], [1.90024, -0.69992, 5.84466], [1.53178, 2.02339, 6.44411], [0.34118, 0.02756, 4.57621], [-0.17725, -2.05226, 4.46517], [-2.01040, -3.33349, 5.44580], [-4.34407, -2.95710, 4.64949], [-4.75227, -1.33091, 2.85684], [-2.20347, -7.26763, -0.39684], [-1.51248, -6.52485, -1.27395], [-0.92750, -7.16245, -2.66782], [-1.31937, -5.08584, -0.89254], [-1.64168, -4.58683, 0.36507], [-1.44122, -3.24246, 0.63008], [-0.95977, -2.38587, -0.26475], [-0.64789, -2.85955, -1.46715], [-0.80273, -4.19005, -1.82069], [-2.35772, -8.23707, -0.61327], [-2.61155, -6.88515, 0.43686], [-2.02843, -5.19435, 1.17274], [-1.68419, -2.84302, 1.60351], [-0.27250, -2.13870, -2.17939], [-0.53925, -4.52810, -2.81091], [4.63488, -1.82853, 1.32705], [3.96823, -1.39031, 0.10748], [4.64767, -0.83537, -0.91979], [4.02363, -0.35314, -2.01642], [2.59256, -0.42929, -2.02868], [1.92600, -1.00462, -1.03797], [2.57151, -1.47040, 0.07476], [1.96522, -1.92339, 1.03174], [1.90241, 0.07895, -3.05066], [5.70701, -1.85344, 1.14610], [4.27725, -2.82029, 1.59327], [4.41462, -1.14295, 2.14576], [5.72290, -0.80280, -0.80298], [4.58298, 0.08326, -2.82840], [2.38616, 0.58509, -3.76937], [0.87831, 0.11802, -3.03229], [-3.87251, -3.20392, -3.80952], [-4.03472, -1.76801, -3.36724], [-2.78542, -1.30755, -2.83031], [-2.25621, 0.17827, -3.08272], [-0.89189, 0.21241, -2.43998], [-3.82697, 1.78731, -2.33555], [-2.06201, 0.21495, -4.67058], [-2.54876, 1.21400, -5.57735], [-1.53445, 2.32246, -5.73824], [-4.80334, -3.58982, -4.22557], [-3.58650, -3.82923, -2.96305], [-3.09556, -3.28055, -4.57040], [-4.78222, -1.66505, -2.57660], [-4.34191, -1.11868, -4.19168], [-3.49838, 1.60116, -5.19890], [-2.73107, 0.68553, -6.51421], [-1.44147, 2.88687, -4.80887], [-1.84443, 3.01087, -6.52583], [-0.55858, 1.91491, -6.00453], [0.81753, 3.89905, 0.59341], [0.82798, 5.37127, 0.11412], [-0.34696, 5.65022, -0.70868], [-0.29263, 4.81555, -1.90844], [-0.12232, 3.32766, -1.52278], [-0.27562, 3.16784, -0.06598], [-1.55656, 3.77023, 0.33851], [-1.54033, 5.28992, 0.05572], [0.66791, 3.82090, 1.67350], [1.75112, 3.39137, 0.36125], [1.71783, 5.58027, -0.48501], [0.83236, 6.06288, 0.95933], [0.53122, 5.16144, -2.53725], [-1.21997, 4.96459, -2.46610], [0.87287, 2.95562, -1.78893], [-0.86014, 2.69932, -2.02311], [-1.72189, 3.55308, 1.39635], [-2.34481, 3.27614, -0.23016], [-1.53559, 5.86943, 0.98151], [-2.42367, 5.58658, -0.51354]], "homo_lumo_gap_ha": 0.25092}